[1]
{
  "formula": "C9H36O9",
  "method": "ωB97M-V/def2-TZVPD",
  "elements": ["O", "H", "H", "O", "H", "H", "O", "H", "H", "O", "H", "H", "O", "H", "H", "O", "H", "H", "C", "C", "C", "O", "H", "H", "H", "H", "H", "H", "H", "H", "C", "C", "C", "O", "H", "H", "H", "H", "H", "H", "H", "H", "C", "C", "C", "O", "H", "H", "H", "H", "H", "H", "H", "H"],
  "coordinates": [[-1.108, 2.946, 1.955], [-0.939, 3.779, 2.397], [-0.255, 2.512, 1.927], [2.986, -2.698, -1.921], [3.101, -1.786, -2.189], [2.129, -2.944, -2.270], [0.889, 0.927, -3.407], [0.144, 0.527, -2.957], [0.623, 0.964, -4.325], [-3.965, -0.011, -2.265], [-4.654, 0.542, -1.896], [-4.430, -0.767, -2.623], [0.343, -2.688, -3.013], [0.365, -2.399, -3.925], [-0.248, -2.072, -2.580], [1.493, 2.144, 2.215], [2.261, 2.232, 1.651], [1.810, 1.661, 2.979], [5.585, 3.291, -0.693], [4.109, 3.167, -0.216], [3.022, 2.972, -1.279], [4.030, 2.069, 0.666], [5.914, 2.417, -1.255], [6.094, 3.515, 0.245], [5.623, 4.211, -1.277], [3.861, 4.062, 0.356], [3.409, 3.474, -2.166], [2.070, 3.417, -0.990], [2.764, 1.954, -1.570], [4.280, 1.293, 0.159], [-2.236, -3.481, 2.557], [-3.720, -3.076, 2.822], [-3.774, -1.996, 3.888], [-4.395, -2.617, 1.670], [-1.859, -4.213, 3.271], [-1.588, -2.604, 2.558], [-2.219, -3.955, 1.576], [-4.289, -3.964, 3.098], [-4.798, -1.658, 4.049], [-3.197, -1.171, 3.469], [-3.206, -2.241, 4.785], [-4.397, -3.369, 1.074], [-0.068, 0.683, -0.218], [-0.630, -0.606, -0.882], [-1.845, -1.216, -0.173], [-1.075, -0.339, -2.129], [-0.002, 0.490, 0.853], [-0.658, 1.581, -0.403], [0.970, 0.908, -0.461], [0.118, -1.395, -0.966], [-1.527, -1.759, 0.718], [-2.253, -2.040, -0.758], [-2.633, -0.481, -0.013], [-2.024, -0.196, -2.119]],
  "forces_ev_per_angstrom": [[-0.861, 0.141, -0.141], [0.044, 0.139, 0.088], [0.578, -0.144, 0.055], [0.645, -0.126, 0.365], [-0.049, 0.195, -0.107], [-0.565, 0.025, -0.217], [0.927, 0.390, -0.360], [-0.664, -0.244, 0.306], [0.026, 0.077, -0.203], [0.186, 0.005, -0.151], [-0.079, 0.258, 0.185], [-0.071, -0.261, -0.116], [0.218, -0.654, -0.109], [0.036, 0.080, -0.220], [-0.339, 0.385, -0.089], [-0.241, 0.065, 0.311], [0.621, -0.095, -0.478], [0.026, -0.108, 0.206], [-1.859, 1.058, 0.527], [-0.001, -0.708, -0.817], [0.499, 0.831, -0.646], [-0.121, -0.332, 1.317], [0.195, 0.113, 0.180], [0.642, -0.521, -0.273], [0.346, -0.167, -0.388], [0.102, -0.036, 0.169], [-0.499, 0.099, -0.331], [0.087, 0.174, 0.056], [0.511, -0.206, 0.178], [-0.058, -0.224, 0.035], [-1.041, 0.008, -0.286], [0.758, -0.679, 0.951], [0.328, 0.275, -0.831], [0.251, 0.536, -0.514], [-0.144, 0.114, 0.166], [-0.011, -0.091, -0.011], [0.328, -0.022, -0.110], [0.215, -0.264, 0.654], [0.139, -0.088, 0.363], [-0.204, 0.381, -0.103], [-0.498, -0.378, 0.155], [-0.145, 0.090, -0.290], [0.337, -1.138, 0.659], [-0.261, 0.135, 2.773], [0.834, -0.597, 0.744], [-0.407, 0.492, -3.640], [-0.300, 0.196, 0.139], [-0.255, -0.255, -0.003], [-0.052, -0.161, -0.563], [0.476, 0.236, 0.352], [-0.226, 0.691, 0.359], [-0.069, 0.146, -0.497], [0.121, -0.096, 0.351], [-0.454, 0.259, -0.150]],
  "de_lowest_ev": 1.254,
  "charge": 0,
  "e_homo_ev": -10.19,
  "smiles": "CC(C)O.CC(C)O.CC(C)O.O.O.O.O.O.O",
  "multiplicity": 1,
  "homo_lumo_gap_ev": 10.426
}

---

[2]
{
  "formula": "C9H36O9",
  "method": "ωB97M-V/def2-TZVPD",
  "elements": ["C", "O", "H", "H", "H", "H", "C", "O", "H", "H", "H", "H", "C", "O", "H", "H", "H", "H", "C", "O", "H", "H", "H", "H", "C", "O", "H", "H", "H", "H", "O", "H", "H", "O", "H", "H", "C", "C", "O", "H", "H", "H", "H", "H", "H", "C", "C", "O", "H", "H", "H", "H", "H", "H"],
  "coordinates": [[-1.459, -1.046, 4.279], [-1.949, -0.490, 5.509], [-2.032, -1.941, 4.006], [-1.627, -0.349, 3.458], [-0.429, -1.353, 4.414], [-2.898, -0.372, 5.416], [-0.921, 0.058, 0.661], [-0.331, -1.141, 1.131], [-0.197, 0.671, 0.116], [-1.779, -0.146, 0.023], [-1.298, 0.637, 1.515], [0.541, -0.931, 1.501], [2.239, 0.257, -2.166], [3.010, 1.455, -2.131], [2.707, -0.574, -2.690], [2.039, -0.050, -1.127], [1.253, 0.498, -2.555], [3.933, 1.259, -1.956], [3.032, 0.102, 2.707], [2.135, -0.956, 2.402], [3.867, 0.141, 2.004], [2.511, 1.057, 2.623], [3.401, 0.010, 3.729], [2.301, -1.704, 2.979], [-1.364, 1.392, -2.701], [-2.519, 0.700, -3.176], [-0.979, 2.118, -3.417], [-1.667, 1.953, -1.815], [-0.592, 0.684, -2.387], [-2.299, 0.343, -4.042], [-3.669, -1.192, -1.260], [-3.719, -1.978, -1.814], [-3.160, -0.559, -1.788], [-2.528, -2.924, 1.020], [-2.987, -2.473, 0.304], [-1.714, -2.414, 1.130], [-0.036, -2.468, -1.945], [0.474, -3.614, -2.771], [-0.550, -3.970, -3.693], [-0.394, -1.641, -2.561], [0.639, -2.087, -1.182], [-0.899, -2.859, -1.395], [0.707, -4.472, -2.127], [1.420, -3.376, -3.280], [-0.291, -4.789, -4.124], [1.249, 3.467, 0.522], [1.042, 4.880, 1.079], [-0.155, 5.485, 0.578], [0.458, 2.787, 0.834], [2.232, 3.105, 0.836], [1.283, 3.513, -0.568], [1.867, 5.525, 0.794], [0.981, 4.809, 2.171], [-0.882, 4.962, 0.931]],
  "forces_ev_per_angstrom": [[-1.259, -0.307, 0.147], [0.390, -0.135, -0.174], [0.144, -0.020, 0.085], [0.542, 0.102, -0.032], [0.185, 0.349, -0.036], [-0.009, -0.010, 0.007], [0.043, 0.358, 0.498], [-0.020, 0.072, -0.372], [-0.064, -0.028, -0.071], [0.137, -0.315, -0.026], [0.040, 0.147, -0.140], [-0.082, -0.183, 0.137], [-0.084, 0.288, 1.355], [-0.144, 0.028, -0.454], [-0.005, 0.088, -0.258], [0.130, -0.264, -0.167], [0.354, 0.000, -0.463], [-0.042, -0.168, 0.019], [0.118, 0.304, 0.108], [-0.072, 0.035, -0.150], [0.039, -0.215, 0.071], [-0.163, -0.113, 0.034], [0.106, 0.064, -0.047], [0.023, -0.019, -0.030], [-0.214, 0.051, 0.476], [0.287, 0.137, -0.046], [0.063, -0.132, -0.153], [-0.056, -0.050, -0.038], [-0.077, 0.142, -0.160], [-0.136, -0.103, 0.001], [0.087, -0.157, 0.116], [-0.037, 0.019, -0.067], [-0.145, 0.037, -0.215], [-0.027, -0.179, 0.061], [-0.108, 0.202, -0.048], [0.105, -0.022, 0.049], [-0.807, -0.191, 0.409], [0.663, -0.212, 0.078], [0.085, 0.054, -0.104], [0.133, -0.032, -0.124], [0.283, -0.118, -0.154], [-0.032, 0.264, 0.014], [-0.109, 0.103, 0.085], [-0.216, 0.133, -0.172], [-0.057, 0.009, -0.046], [0.425, 0.753, -0.323], [-0.565, -0.683, 0.005], [0.316, -0.183, 0.142], [0.027, -0.059, 0.102], [-0.165, -0.209, 0.133], [-0.128, -0.102, 0.009], [0.019, 0.110, 0.018], [0.199, 0.247, 0.005], [-0.125, 0.114, -0.094]],
  "de_lowest_ev": 3.598,
  "charge": 0,
  "e_homo_ev": -10.04,
  "smiles": "CCO.CCO.CO.CO.CO.CO.CO.O.O",
  "multiplicity": 1,
  "homo_lumo_gap_ev": 10.329
}

---

What is the multiplicity in the second record? 1